--- a ---
The following is a DFT calculation (ωB97M-V/def2-TZVPD) of an isolated molecule of C3H5NO.

Results
HOMO energy in hartree: -0.3682
LUMO in eV: 0.84

```
! wB97M-V def2-TZVPD RIJCOSX def2/J DEFGRID3
* xyz 0 1
O 1.86571 0.55642 -1.52011
C 1.27123 0.75059 -0.43763
N -0.07309 0.63277 -0.33122
C -0.70997 -0.01294 0.84058
C -0.63686 -0.71199 -0.44547
H 1.77579 0.97352 0.45560
H -0.37530 -0.33048 1.79099
H -1.66011 0.47709 1.08680
H -1.54103 -0.80273 -0.99413
H 0.08362 -1.53225 -0.44542
*
```

These are the natural (NBO) partial charges, in e, on atoms 1 to 2: -0.561, 0.519

--- b ---
The following is a DFT calculation (ωB97M-V/def2-TZVPD) of an isolated molecule of C3H5NO.

Results
HOMO energy in hartree: -0.3481
LUMO in eV: 1.02

```
! wB97M-V def2-TZVPD RIJCOSX def2/J DEFGRID3
* xyz 0 1
C -0.91796 1.10069 0.12015
N -0.70454 0.25235 1.04213
C 0.49140 -0.52761 0.68743
C 0.33515 -0.54066 -0.80651
O -0.32238 0.96896 -1.06464
H -1.56645 1.94702 0.34927
H 0.47311 -1.47688 1.24673
H 1.40282 0.01221 0.99525
H 1.16940 -0.38936 -1.46462
H -0.36057 -1.34672 -1.10519
*
```

These are the natural (NBO) partial charges, in e, on atoms 1 to 2: 0.387, -0.507

Least stable of them? a.